C57H162N24O17P8 | ωB97M-V/def2-TZVPD

Bonds (Å) are listed after each position.
Positions of all 268 atoms, in Å:
1 O 6.10 -4.96 7.08  P2 1.484
2 P 4.80 -4.27 6.94  O1 1.484, N3 1.700, N6 1.772, N9 1.739
3 N 3.52 -5.31 6.51  P2 1.700, C4 1.522, C5 1.485
4 C 2.82 -5.97 7.69  N3 1.522, H12 1.090, H13 1.090, H14 1.090
5 C 3.64 -6.16 5.30  N3 1.485, H15 1.090, H16 1.090, H17 1.090
6 N 4.82 -3.17 5.54  P2 1.772, C7 1.493, C8 1.512
7 C 6.10 -2.51 5.14  N6 1.493, H18 1.090, H19 1.090, H20 1.090
8 C 3.54 -2.82 4.83  N6 1.512, H21 1.090, H22 1.090, H23 1.090
9 N 4.27 -3.30 8.28  P2 1.739, C10 1.445, C11 1.432
10 C 3.12 -2.44 8.11  N9 1.445, H24 1.090, H25 1.090, H26 1.090
11 C 4.71 -3.62 9.61  N9 1.432, H27 1.090, H28 1.090, H29 1.090
12 H 1.93 -6.52 7.41  C4 1.090
13 H 2.35 -5.24 8.34  C4 1.090
14 H 3.47 -6.54 8.36  C4 1.090
15 H 4.12 -5.57 4.51  C5 1.090
16 H 2.66 -6.49 4.94  C5 1.090
17 H 4.17 -7.06 5.61  C5 1.090
18 H 6.47 -2.62 4.13  C7 1.090
19 H 6.09 -1.44 5.38  C7 1.090
20 H 6.87 -2.87 5.82  C7 1.090
21 H 3.63 -3.12 3.78  C8 1.090
22 H 2.60 -3.26 5.18  C8 1.090
23 H 3.24 -1.78 4.74  C8 1.090
24 H 3.41 -1.72 7.35  C10 1.090
25 H 2.36 -3.17 7.86  C10 1.090
26 H 2.92 -1.85 9.00  C10 1.090
27 H 5.77 -3.78 9.45  C11 1.090
28 H 4.26 -4.53 10.01  C11 1.090
29 H 4.59 -2.68 10.16  C11 1.090
30 O 5.93 2.27 2.50  P31 1.460
31 P 6.11 1.08 1.67  O30 1.460, N32 1.758, N35 1.757, N38 1.710
32 N 7.42 0.05 2.23  P31 1.758, C33 1.473, C34 1.421
33 C 7.87 -1.16 1.51  N32 1.473, H41 1.090, H42 1.090, H43 1.090
34 C 8.21 0.56 3.29  N32 1.421, H44 1.090, H45 1.090, H46 1.090
35 N 6.46 1.45 -0.01  P31 1.757, C36 1.488, C37 1.467
36 C 7.58 2.41 -0.23  N35 1.488, H47 1.090, H48 1.090, H49 1.090
37 C 5.66 1.06 -1.18  N35 1.467, H50 1.090, H51 1.090, H52 1.090
38 N 4.72 0.09 1.47  P31 1.710, C39 1.470, C40 1.471
39 C 3.54 0.41 2.29  N38 1.470, H53 1.090, H54 1.090, H55 1.090
40 C 4.83 -1.33 1.12  N38 1.471, H56 1.090, H57 1.090, H58 1.090
41 H 7.63 -1.20 0.44  C33 1.090
42 H 7.66 -2.04 2.11  C33 1.090
43 H 8.95 -1.14 1.60  C33 1.090
44 H 7.82 0.04 4.16  C34 1.090
45 H 8.10 1.64 3.29  C34 1.090
46 H 9.25 0.34 3.04  C34 1.090
47 H 8.46 2.19 0.37  C36 1.090
48 H 7.80 2.46 -1.30  C36 1.090
49 H 7.20 3.41 -0.05  C36 1.090
50 H 5.88 1.63 -2.09  C37 1.090
51 H 5.99 0.02 -1.20  C37 1.090
52 H 4.61 0.98 -0.92  C37 1.090
53 H 2.67 -0.20 2.03  C39 1.090
54 H 3.82 0.19 3.32  C39 1.090
55 H 3.26 1.46 2.36  C39 1.090
56 H 3.82 -1.46 0.74  C40 1.090
57 H 5.06 -1.99 1.95  C40 1.090
58 H 5.40 -1.63 0.23  C40 1.090
59 O -2.40 5.08 -7.26  P60 1.494
60 P -1.33 4.29 -6.59  O59 1.494, N61 1.689, N64 1.702, N67 1.734
61 N -0.87 4.91 -5.09  P60 1.689, C62 1.512, C63 1.458
62 C -0.86 4.12 -3.80  N61 1.512, H70 1.090, H71 1.090, H72 1.090
63 C -0.82 6.36 -4.93  N61 1.458, H73 1.090, H74 1.090, H75 1.090
64 N 0.17 4.51 -7.36  P60 1.702, C65 1.505, C66 1.473
65 C 1.52 4.33 -6.73  N64 1.505, H76 1.090, H77 1.090, H78 1.090
66 C 0.09 4.92 -8.77  N64 1.473, H79 1.090, H80 1.090, H81 1.090
67 N -1.69 2.60 -6.39  P60 1.734, C68 1.420, C69 1.407
68 C -3.01 2.10 -6.20  N67 1.420, H82 1.090, H83 1.090, H84 1.090
69 C -0.67 1.64 -6.26  N67 1.407, H85 1.090, H86 1.090, H87 1.090
70 H -1.71 3.45 -3.63  C62 1.090
71 H -0.55 4.67 -2.92  C62 1.090
72 H 0.03 3.50 -3.91  C62 1.090
73 H -0.30 6.79 -5.78  C63 1.090
74 H -0.10 6.67 -4.17  C63 1.090
75 H -1.78 6.83 -4.75  C63 1.090
76 H 2.20 3.80 -7.40  C65 1.090
77 H 1.93 5.32 -6.54  C65 1.090
78 H 1.50 3.86 -5.75  C65 1.090
79 H -0.06 6.00 -8.78  C66 1.090
80 H 0.98 4.59 -9.31  C66 1.090
81 H -0.82 4.46 -9.15  C66 1.090
82 H -3.21 2.16 -5.13  C68 1.090
83 H -3.72 2.71 -6.76  C68 1.090
84 H -3.25 1.12 -6.62  C68 1.090
85 H -0.26 1.82 -5.26  C69 1.090
86 H 0.14 1.70 -6.98  C69 1.090
87 H -0.98 0.61 -6.07  C69 1.090
88 O 1.43 -3.62 -3.35  P89 1.547
89 P 1.21 -2.34 -4.20  O88 1.547, N90 1.676, N93 1.747, N96 1.722
90 N -0.32 -1.65 -4.23  P89 1.676, C91 1.463, C92 1.494
91 C -0.68 -0.63 -3.24  N90 1.463, H99 1.090, H100 1.090, H101 1.090
92 C -1.46 -2.55 -4.57  N90 1.494, H102 1.090, H103 1.090, H104 1.090
93 N 1.42 -2.63 -5.91  P89 1.747, C94 1.465, C95 1.503
94 C 2.35 -3.73 -6.18  N93 1.465, H105 1.090, H106 1.090, H107 1.090
95 C 1.00 -1.71 -7.02  N93 1.503, H108 1.090, H109 1.090, H110 1.090
96 N 2.24 -1.03 -3.78  P89 1.722, C97 1.485, C98 1.496
97 C 2.56 -0.83 -2.34  N96 1.485, H111 1.090, H112 1.090, H113 1.090
98 C 2.68 0.01 -4.76  N96 1.496, H114 1.090, H115 1.090, H116 1.090
99 H -0.99 -1.08 -2.30  C91 1.090
100 H -1.34 0.16 -3.60  C91 1.090
101 H 0.16 0.01 -2.96  C91 1.090
102 H -1.84 -3.02 -3.66  C92 1.090
103 H -1.02 -3.27 -5.27  C92 1.090
104 H -2.21 -2.03 -5.16  C92 1.090
105 H 2.32 -4.49 -5.40  C94 1.090
106 H 2.17 -4.23 -7.14  C94 1.090
107 H 3.39 -3.43 -6.07  C94 1.090
108 H 0.70 -2.29 -7.90  C95 1.090
109 H 0.12 -1.20 -6.64  C95 1.090
110 H 1.89 -1.11 -7.19  C95 1.090
111 H 2.51 -1.81 -1.85  C97 1.090
112 H 3.52 -0.32 -2.25  C97 1.090
113 H 1.86 -0.14 -1.87  C97 1.090
114 H 3.37 -0.52 -5.43  C98 1.090
115 H 3.47 0.73 -4.56  C98 1.090
116 H 1.87 0.52 -5.28  C98 1.090
117 O 1.22 5.42 -1.45  P118 1.456
118 P 2.66 5.58 -1.32  O117 1.456, N119 1.702, N122 1.672, N125 1.755
119 N 3.24 5.21 0.24  P118 1.702, C120 1.502, C121 1.373
120 C 4.68 4.84 0.45  N119 1.502, H128 1.090, H129 1.090, H130 1.090
121 C 2.47 5.36 1.37  N119 1.373, H131 1.090, H132 1.090, H133 1.090
122 N 3.32 7.09 -1.60  P118 1.672, C123 1.484, C124 1.452
123 C 2.46 8.14 -2.21  N122 1.484, H134 1.090, H135 1.090, H136 1.090
124 C 4.57 7.58 -1.06  N122 1.452, H137 1.090, H138 1.090, H139 1.090
125 N 3.64 4.50 -2.30  P118 1.755, C126 1.431, C127 1.424
126 C 4.46 4.92 -3.39  N125 1.431, H140 1.090, H141 1.090, H142 1.090
127 C 3.12 3.18 -2.44  N125 1.424, H143 1.090, H144 1.090, H145 1.090
128 H 5.54 5.27 -0.05  C120 1.090
129 H 4.66 3.84 0.04  C120 1.090
130 H 4.88 4.76 1.52  C120 1.090
131 H 1.52 5.04 0.94  C121 1.090
132 H 2.37 6.42 1.60  C121 1.090
133 H 2.65 4.60 2.13  C121 1.090
134 H 2.17 7.90 -3.23  C123 1.090
135 H 1.67 8.28 -1.48  C123 1.090
136 H 2.95 9.11 -2.25  C123 1.090
137 H 5.23 7.14 -1.81  C124 1.090
138 H 4.75 8.64 -1.18  C124 1.090
139 H 4.69 7.25 -0.02  C124 1.090
140 H 4.07 4.51 -4.33  C126 1.090
141 H 4.47 6.00 -3.48  C126 1.090
142 H 5.50 4.60 -3.30  C126 1.090
143 H 2.07 3.29 -2.69  C127 1.090
144 H 3.08 2.79 -1.42  C127 1.090
145 H 3.57 2.50 -3.17  C127 1.090
146 O -1.69 -7.51 -1.13  P147 1.490
147 P -3.13 -7.10 -1.12  O146 1.490, N148 1.635, N151 1.725, N154 1.696
148 N -4.12 -7.91 -2.13  P147 1.635, C149 1.440, C150 1.497
149 C -4.08 -7.63 -3.54  N148 1.440, H157 1.090, H158 1.090, H159 1.090
150 C -4.31 -9.38 -1.91  N148 1.497, H160 1.090, H161 1.090, H162 1.090
151 N -3.33 -5.40 -1.36  P147 1.725, C152 1.464, C153 1.516
152 C -2.39 -4.46 -0.77  N151 1.464, H163 1.090, H164 1.090, H165 1.090
153 C -4.65 -4.78 -1.79  N151 1.516, H166 1.090, H167 1.090, H168 1.090
154 N -3.71 -7.26 0.47  P147 1.696, C155 1.528, C156 1.443
155 C -5.18 -7.35 0.87  N154 1.528, H169 1.090, H170 1.090, H171 1.090
156 C -2.84 -7.48 1.59  N154 1.443, H172 1.090, H173 1.090, H174 1.090
157 H -4.26 -6.57 -3.69  C149 1.090
158 H -4.77 -8.32 -4.04  C149 1.090
159 H -3.15 -7.81 -4.08  C149 1.090
160 H -4.36 -9.67 -0.86  C150 1.090
161 H -3.49 -9.95 -2.35  C150 1.090
162 H -5.02 -9.81 -2.62  C150 1.090
163 H -2.15 -3.54 -1.32  C152 1.090
164 H -2.72 -4.04 0.18  C152 1.090
165 H -1.44 -4.97 -0.58  C152 1.090
166 H -5.52 -5.41 -1.62  C153 1.090
167 H -4.81 -3.83 -1.29  C153 1.090
168 H -4.62 -4.66 -2.87  C153 1.090
169 H -5.42 -6.78 1.77  C155 1.090
170 H -5.80 -6.88 0.10  C155 1.090
171 H -5.47 -8.39 1.02  C155 1.090
172 H -3.49 -7.54 2.47  C156 1.090
173 H -2.09 -6.72 1.81  C156 1.090
174 H -2.36 -8.46 1.58  C156 1.090
175 O -4.58 -2.66 1.44  P176 1.520
176 P -5.63 -1.97 2.30  O175 1.520, N177 1.743, N180 1.703, N183 1.701
177 N -7.22 -1.88 1.59  P176 1.743, C178 1.422, C179 1.453
178 C -7.40 -2.49 0.32  N177 1.422, H186 1.090, H187 1.090, H188 1.090
179 C -8.41 -1.38 2.27  N177 1.453, H189 1.090, H190 1.090, H191 1.090
180 N -5.15 -0.38 2.66  P176 1.703, C181 1.451, C182 1.500
181 C -4.12 0.28 1.88  N180 1.451, H192 1.090, H193 1.090, H194 1.090
182 C -5.46 0.28 3.98  N180 1.500, H195 1.090, H196 1.090, H197 1.090
183 N -5.78 -2.86 3.74  P176 1.701, C184 1.493, C185 1.501
184 C -4.62 -3.66 4.21  N183 1.493, H198 1.090, H199 1.090, H200 1.090
185 C -6.78 -2.63 4.85  N183 1.501, H201 1.090, H202 1.090, H203 1.090
186 H -8.35 -3.02 0.29  C178 1.090
187 H -6.65 -3.25 0.10  C178 1.090
188 H -7.28 -1.72 -0.45  C178 1.090
189 H -8.78 -0.50 1.74  C179 1.090
190 H -8.12 -1.04 3.26  C179 1.090
191 H -9.15 -2.16 2.40  C179 1.090
192 H -3.96 -0.29 0.97  C181 1.090
193 H -4.38 1.27 1.50  C181 1.090
194 H -3.24 0.46 2.50  C181 1.090
195 H -6.42 0.17 4.48  C182 1.090
196 H -4.70 -0.18 4.62  C182 1.090
197 H -5.31 1.35 3.91  C182 1.090
198 H -4.98 -4.62 4.59  C184 1.090
199 H -3.84 -3.77 3.45  C184 1.090
200 H -4.25 -3.24 5.15  C184 1.090
201 H -7.68 -3.20 4.63  C185 1.090
202 H -6.98 -1.56 4.91  C185 1.090
203 H -6.47 -3.00 5.83  C185 1.090
204 O -3.48 6.87 3.82  P205 1.522
205 P -2.67 6.18 2.74  O204 1.522, N206 1.708, N209 1.743, N212 1.718
206 N -1.13 5.57 3.19  P205 1.708, C207 1.485, C208 1.483
207 C -0.29 6.56 3.91  N206 1.485, H215 1.090, H216 1.090, H217 1.090
208 C -0.94 4.19 3.68  N206 1.483, H218 1.090, H219 1.090, H220 1.090
209 N -2.40 7.16 1.33  P205 1.743, C210 1.519, C211 1.431
210 C -1.13 7.07 0.49  N209 1.519, H221 1.090, H222 1.090, H223 1.090
211 C -3.37 8.07 0.82  N209 1.431, H224 1.090, H225 1.090, H226 1.090
212 N -3.51 4.91 1.95  P205 1.718, C213 1.516, C214 1.485
213 C -2.91 4.18 0.76  N212 1.516, H227 1.090, H228 1.090, H229 1.090
214 C -4.99 4.87 2.02  N212 1.485, H230 1.090, H231 1.090, H232 1.090
215 H -0.22 7.47 3.31  C207 1.090
216 H 0.76 6.30 4.06  C207 1.090
217 H -0.54 6.86 4.93  C207 1.090
218 H -1.26 3.41 3.00  C208 1.090
219 H -1.19 4.03 4.73  C208 1.090
220 H 0.14 4.04 3.70  C208 1.090
221 H -0.34 7.69 0.90  C210 1.090
222 H -0.68 6.07 0.52  C210 1.090
223 H -1.13 7.36 -0.56  C210 1.090
224 H -3.49 8.21 -0.26  C211 1.090
225 H -4.40 7.82 1.09  C211 1.090
226 H -3.08 9.07 1.15  C211 1.090
227 H -3.41 4.75 -0.01  C213 1.090
228 H -1.84 4.32 0.95  C213 1.090
229 H -3.22 3.14 0.65  C213 1.090
230 H -5.45 5.61 1.35  C214 1.090
231 H -5.41 5.16 2.98  C214 1.090
232 H -5.31 3.86 1.76  C214 1.090
233 C -0.04 -1.90 0.90  O234 1.443, H239 1.090, H240 1.090, H241 1.090
234 O 0.68 -0.68 0.63  C233 1.443, C235 1.362
235 C -0.02 0.45 0.32  O234 1.362, O236 1.191, O237 1.284
236 O -1.19 0.66 0.35  C235 1.191
237 O 0.77 1.38 -0.08  C235 1.284, C238 1.381
238 C 0.29 2.56 -0.60  O237 1.381, H242 1.090, H243 1.090, H244 1.090
239 H -0.47 -2.02 1.90  C233 1.090
240 H 0.58 -2.80 0.81  C233 1.090
241 H -0.85 -2.04 0.19  C233 1.090
242 H -0.23 3.19 0.12  C238 1.090
243 H -0.26 2.39 -1.53  C238 1.090
244 H 1.11 3.21 -0.90  C238 1.090
245 C 1.93 -4.69 2.34  O246 1.350, H251 1.090, H252 1.090, H253 1.090
246 O 1.28 -3.92 3.23  C245 1.350, C247 1.271
247 C 0.19 -4.17 3.84  O246 1.271, O248 1.260, O249 1.312
248 O -0.62 -5.10 3.59  C247 1.260
249 O -0.03 -3.15 4.63  C247 1.312, C250 1.472
250 C -1.17 -3.22 5.56  O249 1.472, H254 1.090, H255 1.090, H256 1.090
251 H 2.80 -5.17 2.80  C245 1.090
252 H 2.22 -4.30 1.36  C245 1.090
253 H 1.25 -5.52 2.14  C245 1.090
254 H -2.10 -2.89 5.09  C250 1.090
255 H -0.87 -2.77 6.51  C250 1.090
256 H -1.33 -4.25 5.87  C250 1.090
257 C -6.69 -0.47 -5.96  O258 1.425, H263 1.090, H264 1.090, H265 1.090
258 O -6.53 -0.46 -4.54  C257 1.425, C259 1.292
259 C -5.36 -0.50 -4.01  O258 1.292, O260 1.238, O261 1.280
260 O -4.29 -0.64 -4.62  C259 1.238
261 O -5.47 -0.51 -2.73  C259 1.280, C262 1.438
262 C -4.37 -0.50 -1.81  O261 1.438, H266 1.090, H267 1.090, H268 1.090
263 H -6.07 -1.14 -6.55  C257 1.090
264 H -6.60 0.48 -6.48  C257 1.090
265 H -7.65 -0.94 -6.17  C257 1.090
266 H -3.40 -0.81 -2.18  C262 1.090
267 H -4.51 -1.11 -0.92  C262 1.090
268 H -4.37 0.54 -1.48  C262 1.090

Output
F_max in eV/A: 5.698
DFT total energy in eV: -206617.324